(i)
This record from the Open Molecules 2025 dataset describes 4 unconnected molecules or ions with the total composition C7H21NO3. The level of theory is ωB97M-V with the def2-TZVPD basis set.

The LUMO energy comes out at 0.32 eV. Its SMILES is C=CCCNCCC.O.O.O. For the gap between HOMO and LUMO, the calculation gives 9.421 eV. Its highest occupied orbital energy is -0.334 Eh.

ORCA input file:
```
! RIJCOSX wB97M-V def2-TZVPD def2/J DEFGRID3
* xyz 0 1
C -0.14422 2.62347 1.65386
C -1.26507 2.10180 1.20037
C -1.49143 1.64119 -0.21104
C -1.61359 0.12242 -0.29975
N -0.38546 -0.53972 0.13433
C -0.22980 -1.90565 -0.39888
C 0.69564 -2.01992 -1.60579
C 0.05293 -1.46544 -2.88341
H 0.72297 2.73263 1.00602
H 0.06670 2.97232 2.65652
H -2.12667 1.99225 1.85757
H -0.65318 1.96745 -0.83735
H -2.39054 2.10066 -0.62607
H -2.42789 -0.24422 0.33926
H -1.92403 -0.12839 -1.32049
H 0.42169 0.00750 -0.14746
H 0.19498 -2.50790 0.41568
H -1.20473 -2.35098 -0.60907
H 1.63742 -1.52371 -1.37833
H 0.89039 -3.08527 -1.75683
H 0.74224 -1.56364 -3.72173
H -0.87060 -2.00656 -3.08199
H -0.16645 -0.40097 -2.77328
O -0.37605 -0.75447 3.02363
H -0.71185 0.11817 3.34388
H -0.51835 -0.68645 2.04817
O 2.29889 -0.27808 2.27439
H 1.50752 -0.54651 2.79705
H 1.94519 -0.11159 1.39676
O 2.18499 0.96644 -0.78182
H 2.16454 1.65671 -1.47559
H 2.97383 1.11649 -0.23861
*
```

(ii)
This record from the Open Molecules 2025 dataset describes 4 unconnected molecules or ions with the total composition C7H21NO3. The level of theory is ωB97M-V with the def2-TZVPD basis set.

The LUMO energy comes out at 0.54 eV. Its SMILES is C=CCCCN(C)C.O.O.O. For the gap between HOMO and LUMO, the calculation gives 9.195 eV. Its highest occupied orbital energy is -0.318 Eh.

ORCA input file:
```
! RIJCOSX wB97M-V def2-TZVPD def2/J DEFGRID3
* xyz 0 1
C 3.01294 -2.13508 0.93891
C 2.96783 -0.91777 0.41780
C 2.19740 0.19123 1.07832
C 0.81033 0.34232 0.33491
C -0.33317 0.38276 1.34979
N -1.66043 0.51592 0.74490
C -2.02182 -0.71327 0.05917
C -2.62616 1.06018 1.70532
H 3.39231 -3.01665 0.42194
H 2.88735 -2.42049 1.97375
H 3.33529 -0.63942 -0.56483
H 2.06804 0.04219 2.14528
H 2.67867 1.16056 0.88574
H 0.76808 -0.50617 -0.34499
H 0.80670 1.32881 -0.12033
H -0.31145 -0.35085 2.17252
H -0.15899 1.35769 1.83049
H -3.07651 -0.77150 -0.22766
H -1.50874 -0.72602 -0.90172
H -1.73984 -1.55794 0.70498
H -2.60496 0.36324 2.56007
H -2.34251 2.01845 2.13024
H -3.58029 1.08720 1.17802
O -0.74156 3.07400 -0.92123
H -1.03436 3.81851 -0.37601
H -1.37938 2.36542 -0.69159
O 1.11687 -2.63882 -2.19089
H 0.38912 -3.07071 -2.66257
H 1.19992 -1.76542 -2.54381
O -0.46631 0.60208 -3.78536
H -1.28133 0.31850 -4.20536
H -0.76304 1.20103 -3.09580
*
```

(iii)
This record from the Open Molecules 2025 dataset describes 4 unconnected molecules or ions with the total composition C7H21NO3. The level of theory is ωB97M-V with the def2-TZVPD basis set.

The LUMO energy comes out at 0.49 eV. Its SMILES is C/C=C(\C)CCCN.O.O.O. For the gap between HOMO and LUMO, the calculation gives 9.456 eV. Its highest occupied orbital energy is -0.330 Eh.

ORCA input file:
```
! RIJCOSX wB97M-V def2-TZVPD def2/J DEFGRID3
* xyz 0 1
C 2.46138 -0.19024 0.75955
C 1.28396 0.72176 0.20583
C 0.52582 0.22348 -0.79383
C 0.39076 -1.31761 -0.72926
C -0.22795 1.02716 -1.79843
C -1.10746 2.04990 -1.16041
C -1.98962 1.48403 0.01769
N -2.72090 0.22102 -0.36883
H 1.89005 -0.81800 1.42590
H 2.76765 -0.87203 0.07088
H 3.28046 0.52375 1.07483
H 1.33006 1.71157 0.34839
H -0.07762 -1.66614 -1.73011
H -0.28150 -1.65517 0.00461
H 1.32294 -1.87386 -0.62601
H -0.85168 0.53382 -2.47092
H 0.61522 1.74592 -2.11968
H -0.43984 2.84481 -0.71221
H -1.93150 2.54213 -1.76388
H -2.85832 2.25040 0.13938
H -1.28278 1.36316 0.89623
H -2.27401 -0.62750 -0.82952
H -3.45140 0.29236 -0.99906
O 2.37293 -0.74306 -3.22355
H 3.16323 -0.81096 -2.69780
H 1.96957 0.05239 -2.77962
O -0.90597 -2.16103 2.31401
H -0.52278 -3.04123 2.15883
H -1.43307 -1.66162 1.72544
O -0.12582 -0.29698 4.07768
H 0.12628 0.22745 3.39485
H -0.76508 -0.99069 3.71929
*
```

Most stable: (i). Least stable: (iii).